1.
ORCA calculation (ωB97M-V/def2-TZVPD) on 3 unconnected molecules or ions with the total composition C6H14O2 in a non-equilibrium geometry.

Spin multiplicity: 1
Orbital gap (spin up / spin down), eV: 7.1 / 6.6
Relative energy (zero: lowest compared OMol25 entry of this formula, charge and spin), kcal/mol: 141.4
Charge: 0
Highest occupied orbital energy (spin up / spin down), Ha: -0.2341 / -0.2171

```
22
Properties=species:S:1:pos:R:3:nbo_charge:R:1
O 0.76 1.08 1.52 -0.673
O -2.28 -0.98 -0.32 -0.729
C 0.50 0.20 -0.60 -0.401
C -2.21 1.34 -1.11 -0.689
C 0.57 0.01 0.74 0.452
C 0.43 -1.32 1.40 -0.696
C 2.85 -0.29 -0.46 -0.733
C -1.79 0.32 -0.10 0.077
H 0.62 1.18 -1.02 0.228
H -1.99 0.58 0.93 0.150
H 1.31 -1.53 2.01 0.227
H 3.35 0.28 0.32 0.174
H 0.82 0.81 2.45 0.483
H -3.31 1.44 -1.17 0.208
H -1.85 1.10 -2.12 0.195
H 0.34 -0.64 -1.26 0.220
H -2.24 -1.18 -1.26 0.463
H -0.46 -1.31 2.05 0.231
H 3.00 -1.37 -0.36 0.168
H 3.06 0.08 -1.46 0.176
H 0.31 -2.11 0.67 0.245
H -1.80 2.32 -0.85 0.223
```

=====

2.
ORCA calculation (ωB97M-V/def2-TZVPD) on 3 unconnected molecules or ions with the total composition C6H14O2 in a non-equilibrium geometry.

Spin multiplicity: 1
Orbital gap, eV: 6.0
Relative energy (zero: lowest compared OMol25 entry of this formula, charge and spin), kcal/mol: 115.3
Charge: 0
Highest occupied orbital energy, Ha: -0.2955

```
22
Properties=species:S:1:pos:R:3:nbo_charge:R:1
O 4.39 0.13 -1.46 -1.007
O 3.47 -1.04 0.77 -1.117
C -0.68 0.39 0.61 -0.327
C 0.44 1.09 0.12 0.152
C 1.74 0.67 0.47 -0.734
C -1.91 0.66 0.20 0.027
C -3.12 -0.12 0.45 -0.466
C -3.49 -0.88 -0.84 -0.588
H -3.97 0.43 0.82 0.234
H 1.78 0.44 1.54 0.281
H 0.28 1.87 -0.61 0.203
H -4.09 -1.75 -0.59 0.227
H 3.91 -0.33 -0.71 0.501
H 4.98 0.74 -0.98 0.453
H -1.97 1.48 -0.52 0.197
H 3.54 -1.99 0.61 0.439
H 2.02 -0.38 0.07 0.402
H -3.94 -0.19 -1.55 0.214
H -0.46 -0.42 1.30 0.226
H -2.92 -0.87 1.23 0.214
H 2.55 1.37 0.28 0.259
H -2.56 -1.28 -1.23 0.212
```

=====

3.
ORCA calculation (ωB97M-V/def2-TZVPD) on 2 unconnected molecules or ions with the total composition C6H14O2 in a non-equilibrium geometry.

Spin multiplicity: 1
Orbital gap, eV: 10.5
Structure (SMILES): C=CCCCCO.O
Relative energy (zero: lowest compared OMol25 entry of this formula, charge and spin), kcal/mol: 42.5
Charge: 0
Highest occupied orbital energy, Ha: -0.3571

```
22
Properties=species:S:1:pos:R:3:nbo_charge:R:1
O 3.44 -0.05 -1.58 -0.942
O -2.47 0.15 2.15 -0.732
C -0.12 0.52 1.56 -0.437
C -0.47 0.59 -2.33 -0.400
C 0.32 0.12 -1.38 -0.199
C -1.56 0.99 1.42 -0.066
C -0.22 -0.99 -0.50 -0.454
C 0.21 -0.86 0.98 -0.393
H 0.12 0.47 2.63 0.205
H -1.84 0.91 0.37 0.173
H -1.64 1.97 1.88 0.181
H -0.22 1.45 -2.94 0.193
H -1.30 -0.95 -0.40 0.212
H 0.11 -1.93 -0.95 0.216
H 1.30 0.51 -1.13 0.226
H -1.47 0.22 -2.54 0.192
H -0.37 -1.62 1.54 0.189
H -2.01 -0.62 2.50 0.462
H 1.23 -1.19 1.21 0.207
H 3.02 -0.06 -2.45 0.477
H 0.55 1.30 1.17 0.218
H 3.38 -0.94 -1.21 0.473
```

=====

4.
ORCA calculation (ωB97M-V/def2-TZVPD) on 2 unconnected molecules or ions with the total composition C6H14O2 in a non-equilibrium geometry.

Spin multiplicity: 1
Orbital gap, eV: 11.7
Structure (SMILES): COC=O.CCCC
Relative energy (zero: lowest compared OMol25 entry of this formula, charge and spin), kcal/mol: 29.1
Charge: 0
Highest occupied orbital energy, Ha: -0.3958

```
22
Properties=species:S:1:pos:R:3:nbo_charge:R:1
O -1.33 -0.62 1.14 -0.517
O -1.66 1.53 0.47 -0.592
C 1.42 0.37 0.29 -0.405
C 1.57 1.89 0.35 -0.621
C -1.15 0.71 1.20 0.648
C 0.45 -1.60 -0.99 -0.615
C -2.21 -1.04 0.10 -0.284
C 0.60 -0.08 -0.92 -0.421
H 2.42 -0.09 0.23 0.204
H -0.14 -1.90 -1.86 0.204
H 1.09 0.28 -1.84 0.203
H 0.58 2.36 0.42 0.218
H -0.40 0.38 -0.87 0.208
H -0.46 0.95 2.03 0.143
H 2.07 2.26 -0.55 0.207
H -0.05 -1.98 -0.08 0.208
H 0.93 0.01 1.21 0.190
H 2.16 2.19 1.23 0.207
H -3.23 -0.62 0.22 0.201
H 1.45 -2.08 -1.05 0.207
H -1.84 -0.76 -0.90 0.203
H -2.28 -2.14 0.16 0.202
```

=====

5.
ORCA calculation (ωB97M-V/def2-TZVPD) on 2 unconnected molecules or ions with the total composition C6H14O5S in a non-equilibrium geometry.

Spin multiplicity: 1
Orbital gap, eV: 7.8
Relative energy (zero: lowest compared OMol25 entry of this formula, charge and spin), kcal/mol: 79.4
Charge: 0
Highest occupied orbital energy, Ha: -0.2724

```
26
Properties=species:S:1:pos:R:3:nbo_charge:R:1
S -0.89 -0.17 1.12 1.501
O 2.19 -0.17 0.53 -0.504
O -0.62 -0.26 2.60 -1.026
O 0.96 -1.70 -0.71 -0.462
O -1.57 -1.35 0.48 -1.041
O 1.11 0.39 -1.44 -0.451
C 2.24 -0.97 1.70 -0.279
C -2.59 1.31 -0.34 -0.617
C 1.68 1.65 -1.27 -0.269
C 1.30 -0.45 -0.50 1.059
C -2.24 1.06 1.13 -0.617
C -0.01 -2.05 -1.73 -0.344
H 1.69 1.94 -0.24 0.216
H 3.28 -0.70 2.33 0.194
H -2.08 1.97 1.67 0.215
H 0.08 -1.50 -2.59 0.188
H -3.38 1.97 -0.43 0.206
H 2.70 1.74 -1.58 0.201
H 0.14 -3.19 -1.69 0.217
H -1.08 -1.77 -1.10 0.310
H 2.22 -2.02 1.51 0.201
H -2.85 0.29 -0.79 0.225
H -1.83 1.76 -0.81 0.183
H 1.05 2.30 -1.85 0.208
H 1.47 -0.60 2.36 0.260
H -2.98 0.52 1.64 0.224
```

=====

6.
ORCA calculation (ωB97M-V/def2-TZVPD) on C6H14Si in the gas phase in a non-equilibrium geometry.

Spin multiplicity: 1
Orbital gap, eV: 8.4
Structure (SMILES): CC[C@H]1C[Si]1(C)C
Relative energy (zero: lowest compared OMol25 entry of this formula, charge and spin), kcal/mol: 55.5
Charge: 0
Highest occupied orbital energy, Ha: -0.2808

```
21
Properties=species:S:1:pos:R:3:nbo_charge:R:1
Si 0.11 0.50 1.27 1.468
C 1.13 -0.57 0.13 -0.844
C -0.15 0.03 3.12 -1.109
C -0.12 2.34 0.96 -1.147
C -0.61 -0.33 -1.82 -0.424
C -0.39 -0.78 -0.39 -0.497
C 0.01 -1.43 -2.73 -0.599
H 1.66 -1.39 0.46 0.228
H 1.69 -0.03 -0.60 0.220
H 1.12 -1.44 -2.42 0.190
H 0.30 2.76 1.92 0.234
H -0.42 -2.38 -2.42 0.203
H -1.16 2.87 0.96 0.266
H -0.75 -1.86 -0.15 0.214
H -1.24 -0.28 3.44 0.257
H -0.04 0.50 -2.03 0.191
H 0.04 -1.20 -3.77 0.207
H -1.63 -0.17 -2.13 0.202
H 0.64 2.73 0.19 0.255
H 0.71 -0.65 3.55 0.251
H -0.12 0.86 3.72 0.232
```

=====

7.
ORCA calculation (ωB97M-V/def2-TZVPD) on a molecular structure, C6H15AsOReSbSe4 in a non-equilibrium geometry.

Spin multiplicity: 1
Orbital gap (spin up / spin down), eV: 4.8 / 4.8
Charge: +2
Highest occupied orbital energy (spin up / spin down), Ha: -0.5295 / -0.5294

```
29
Properties=species:S:1:pos:R:3:nbo_charge:R:1
Re 1.49 -0.22 -2.04 0.692
Sb -5.62 -0.43 -7.06 1.105
Se 2.18 1.87 -2.94 0.003
Se -6.04 1.63 -6.07 -0.059
Se -0.21 -1.23 -3.16 -0.005
Se -5.38 -2.63 -6.97 -0.046
As 0.84 0.22 0.33 1.136
O 2.67 -1.29 -1.45 -0.524
C 2.35 1.32 0.99 -0.630
C 0.58 -1.53 1.24 -0.684
C 3.08 0.38 1.91 -0.672
C -0.88 -2.01 1.39 -0.616
C -0.91 1.12 0.44 -0.674
C -1.18 1.53 1.89 -0.637
H 1.23 -2.27 0.64 0.266
H 1.85 2.17 1.45 0.252
H 2.47 -0.06 2.74 0.225
H -1.30 -2.12 0.34 0.204
H 3.61 -0.49 1.46 0.246
H -2.09 2.13 1.83 0.249
H -0.81 1.96 -0.17 0.237
H -0.85 -3.06 1.76 0.262
H 3.96 0.99 2.42 0.264
H -1.68 0.42 0.00 0.253
H 2.86 1.55 0.08 0.253
H -0.40 2.18 2.31 0.223
H -1.35 0.66 2.54 0.220
H 0.99 -1.49 2.21 0.242
H -1.48 -1.30 1.89 0.216
```

=====

8.
ORCA calculation (ωB97M-V/def2-TZVPD) on a gas-phase ion, C6H15BN3 (charge +1) in a non-equilibrium geometry.

Spin multiplicity: 1
Orbital gap, eV: 9.9
Structure (SMILES): CNB[C@H]1N(C)C=C[N@H+]1C
Relative energy (zero: lowest compared OMol25 entry of this formula, charge and spin), kcal/mol: 37.8
Charge: +1
Highest occupied orbital energy, Ha: -0.4679

```
25
Properties=species:S:1:pos:R:3:nbo_charge:R:1
N -0.98 -1.08 0.28 -0.416
N 1.94 -0.24 0.15 -0.805
N -1.37 1.19 -0.49 -0.361
C -2.30 -0.80 0.41 0.044
C 3.40 -0.13 0.40 -0.385
C -2.55 0.46 0.09 -0.177
C -0.85 2.29 0.33 -0.436
C -0.45 -2.42 -0.02 -0.417
C -0.53 -0.04 -0.69 -0.120
B 1.14 0.40 -0.80 0.543
H 0.48 -2.34 -0.56 0.227
H 3.52 0.54 1.41 0.202
H -1.21 -2.96 -0.64 0.215
H 3.88 0.32 -0.35 0.206
H -3.05 -1.45 0.76 0.254
H 1.56 -0.83 0.89 0.400
H -3.53 0.93 0.23 0.252
H -1.41 1.65 -1.37 0.437
H -0.02 2.76 -0.13 0.237
H 1.72 1.21 -1.57 -0.022
H -0.90 -0.28 -1.75 0.211
H -0.55 1.78 1.29 0.231
H 3.83 -1.13 0.55 0.213
H -0.17 -2.79 0.89 0.220
H -1.59 2.96 0.71 0.250
```

=====

9.
ORCA calculation (ωB97M-V/def2-TZVPD) on a molecular structure, C6H15BrMnNO6P in a non-equilibrium geometry.

Expectation value of S²: 8.756
Spin multiplicity: 6
Orbital gap (spin up / spin down), eV: 2.9 / 3.4
Relative energy (zero: lowest compared OMol25 entry of this formula, charge and spin), kcal/mol: 72.7
Charge: -2
Highest occupied orbital energy (spin up / spin down), Ha: 0.0562 / 0.0347

```
31
Properties=species:S:1:pos:R:3:nbo_charge:R:1
Br -1.26 2.30 -2.23 -0.778
Mn 0.07 0.19 -2.11 1.290
P 0.41 -1.69 -3.52 2.416
O 1.00 -3.06 -3.88 -1.175
O -1.06 -1.39 -2.95 -1.245
O 0.95 -0.29 -3.91 -1.244
O 1.81 1.09 -1.41 -0.552
O 0.97 -1.66 -2.11 -1.344
O -2.90 -0.32 2.30 -0.540
N 0.05 -0.41 0.06 -0.609
C 2.83 1.85 -1.93 -0.237
C 0.97 0.44 0.82 -0.248
C -3.39 -0.52 3.63 -0.250
C -1.25 -0.20 0.71 -0.246
C -1.55 -0.67 2.14 -0.073
C 2.15 0.56 -0.12 -0.059
H 2.66 -0.40 -0.20 0.203
H 1.23 0.06 1.81 0.166
H 3.72 1.24 -2.09 0.172
H 3.04 2.81 -1.45 0.149
H 0.58 1.46 0.86 0.196
H -1.04 -0.17 2.97 0.145
H -4.45 -0.26 3.65 0.180
H -2.01 -0.66 0.07 0.233
H 2.84 1.21 0.41 0.148
H -1.44 0.88 0.76 0.204
H -2.93 0.19 4.32 0.158
H -3.35 -1.57 3.91 0.162
H 2.48 2.10 -2.93 0.223
H -1.50 -1.76 2.20 0.156
H 0.40 -1.34 0.22 0.399
```

=====

10.
ORCA calculation (ωB97M-V/def2-TZVPD) on a molecular structure, C6H15BrMnNO6P in a non-equilibrium geometry.

Expectation value of S²: 8.755
Spin multiplicity: 6
Orbital gap (spin up / spin down), eV: 4.1 / 4.3
Relative energy (zero: lowest compared OMol25 entry of this formula, charge and spin), kcal/mol: 0.0
Charge: -2
Highest occupied orbital energy (spin up / spin down), Ha: 0.0303 / 0.0191

```
31
Properties=species:S:1:pos:R:3:nbo_charge:R:1
Br -12.07 -17.17 5.36 -0.790
Mn -10.08 -18.88 5.08 1.281
P -7.44 -18.50 5.52 2.482
O -8.66 -17.47 5.45 -1.278
O -10.26 -18.75 2.89 -0.562
O -8.21 -19.82 5.04 -1.304
O -10.50 -19.97 7.12 -0.554
O -6.40 -18.04 4.49 -1.272
O -6.92 -18.64 6.95 -1.265
N -11.30 -20.67 4.62 -0.646
C -11.02 -19.77 2.32 -0.043
C -11.99 -20.32 3.37 -0.243
C -10.05 -19.56 8.39 -0.244
C -9.11 -18.38 2.17 -0.254
C -12.19 -20.99 5.76 -0.229
C -11.34 -21.06 7.03 -0.037
H -10.86 -19.01 8.91 0.151
H -10.37 -20.54 1.88 0.162
H -9.35 -18.25 1.10 0.130
H -11.62 -19.39 1.47 0.159
H -12.98 -20.24 5.82 0.225
H -12.69 -19.52 3.59 0.236
H -9.19 -18.91 8.20 0.281
H -12.53 -21.20 2.98 0.156
H -9.80 -20.42 9.02 0.148
H -8.75 -17.43 2.56 0.248
H -12.02 -21.10 7.91 0.157
H -10.82 -22.03 7.10 0.153
H -8.31 -19.11 2.30 0.222
H -10.71 -21.48 4.49 0.374
H -12.62 -21.99 5.59 0.153
```

=====

11.
ORCA calculation (ωB97M-V/def2-TZVPD) on a molecular structure, C6H15ClNaO3Si2.

Spin multiplicity: 1
Orbital gap, eV: 8.8
Charge: +1
Highest occupied orbital energy, Ha: -0.4913

```
28
Properties=species:S:1:pos:R:3:nbo_charge:R:1
Cl 0.65 1.01 1.82 -0.080
Si -0.88 -0.18 -0.91 1.683
Si 1.04 -2.27 0.16 1.427
Na 0.90 -0.84 -3.26 0.991
O -3.54 -2.33 0.93 -0.652
O -3.53 -1.59 -1.15 -0.561
O 0.09 -1.53 -1.04 -1.297
C 0.24 2.15 0.48 -0.151
C -2.18 -0.37 0.42 -1.035
C 1.23 3.29 0.47 -0.626
C -3.15 -1.46 -0.02 0.797
C 0.20 1.36 -0.83 -0.936
C 2.75 -1.54 0.19 -1.150
H -0.17 2.03 -1.61 0.252
H -1.75 -0.57 1.40 0.267
H -1.54 -0.14 -2.24 -0.213
H 1.13 3.90 1.37 0.240
H 1.24 1.12 -1.08 0.222
H -0.76 2.53 0.71 0.219
H 3.47 -2.23 -0.26 0.256
H 2.83 -0.58 -0.33 0.232
H 2.25 2.91 0.43 0.220
H -2.73 0.57 0.48 0.286
H 0.34 -2.08 1.45 -0.196
H 1.07 -3.69 -0.21 -0.184
H 3.05 -1.36 1.22 0.275
H 1.06 3.92 -0.41 0.223
H -3.29 -2.03 1.81 0.490
```

=====

12.
ORCA calculation (ωB97M-V/def2-TZVPD) on C6H15ClO2Si in the gas phase in a non-equilibrium geometry.

Spin multiplicity: 1
Orbital gap, eV: 10.8
Structure (SMILES): CO[Si](C)(CCCCl)OC
Relative energy (zero: lowest compared OMol25 entry of this formula, charge and spin), kcal/mol: 3.6
Charge: 0
Highest occupied orbital energy, Ha: -0.3666

```
25
Properties=species:S:1:pos:R:3:nbo_charge:R:1
Cl -0.72 3.88 -1.93 -0.077
Si 0.39 -0.79 -0.30 2.107
O 0.76 -0.51 1.30 -0.888
O -0.60 -2.11 -0.41 -0.888
C -1.38 3.15 -0.47 -0.366
C -1.60 -2.22 0.53 -0.239
C 1.94 -0.94 -1.35 -1.171
C -0.48 2.03 0.02 -0.414
C 1.66 -1.35 1.87 -0.238
C -0.61 0.77 -0.82 -0.904
H 2.13 -1.99 -1.58 0.250
H -1.66 0.46 -0.77 0.218
H 1.11 -2.23 2.26 0.159
H -1.17 -2.10 1.50 0.172
H 2.82 -0.45 -0.94 0.251
H -1.47 3.98 0.21 0.214
H 2.40 -1.70 1.17 0.164
H 2.12 -0.85 2.70 0.183
H -0.69 1.76 1.08 0.221
H -0.41 0.98 -1.87 0.236
H 1.75 -0.45 -2.30 0.250
H 0.55 2.41 -0.03 0.211
H -2.38 2.75 -0.67 0.205
H -2.31 -1.36 0.39 0.157
H -2.15 -3.15 0.42 0.188
```

=====

no.,E (a.u.)
1,-387.28218
2,-387.32374
3,-387.43980
4,-387.46117
5,-1011.23117
6,-526.40341
7,-12472.21016
8,-426.43470
9,-4810.23143
10,-4810.34728
11,-1664.74283
12,-1137.85508